[1]
Formula: C4H4LuO5
Source: the OMol25 dataset
Level of theory: ωB97M-V with the def2-TZVPD basis set

Structure (XYZ):
```
14
Properties=species:S:1:pos:R:3:mulliken_charge:R:1
O -1.13469 -0.21376 0.14674 -0.568
H 2.42189 -1.16216 -1.15530 0.282
O 0.83236 -1.38608 0.12576 -0.513
C 1.42883 -0.72562 -0.98607 -0.276
C 1.48088 0.74712 -0.55019 -0.271
O 0.88666 0.74181 0.74398 -0.544
C 0.09213 -0.42623 0.85974 0.657
H 0.81924 -0.86059 -1.89257 0.205
H 0.91190 1.39481 -1.23445 0.205
H 2.50492 1.13347 -0.45904 0.270
Lu -1.26766 -0.97962 2.85264 0.834
C -2.70754 0.53215 0.43092 0.810
O -3.35155 0.92729 -0.50560 -0.456
O -2.91736 0.27739 1.62343 -0.635
```

Properties
Gap between HOMO and LUMO (spin up / spin down), eV: 6.86 / 6.01
HOMO level (spin up / spin down), eV: -7.625 / -8.328
Spin multiplicity: 2
LUMO level (spin up / spin down), eV: -0.766 / -2.320
Calculated total energy, eV: -48066.3932
Energy above the lowest of the compared OMol25 structures with the same formula, charge and spin, eV: 2.675


[2]
Formula: C4H4MgNaO5
Source: the OMol25 dataset
Level of theory: ωB97M-V with the def2-TZVPD basis set

Structure (XYZ):
```
15
Properties=species:S:1:pos:R:3:mulliken_charge:R:1
O 2.57793 1.53679 1.19345 -0.424
C 2.77249 0.32509 1.24504 0.645
O 2.03106 -0.54500 0.72219 -0.705
Na 2.04314 -3.04872 1.32771 0.971
Mg 0.79411 1.16854 0.12949 0.842
C -0.72272 1.14653 -1.44838 -1.404
C -1.90106 1.67914 -1.16660 0.252
H -0.41989 0.88740 -2.46749 0.574
H -2.04205 2.69561 -0.79392 0.415
O -4.46166 -0.70694 -0.79642 -0.367
C -3.37357 -0.20339 -1.24692 0.897
O -2.82862 -0.74619 -2.26142 -0.341
O -3.11408 0.96862 -0.82172 -0.107
H -5.04132 -1.04105 -1.50057 0.397
H -1.87092 -0.37472 -2.54423 0.354
```

Properties
Gap between HOMO and LUMO (spin up / spin down), eV: 7.36 / 6.85
HOMO level (spin up / spin down), eV: -15.339 / -15.318
Spin multiplicity: 2
LUMO level (spin up / spin down), eV: -7.982 / -8.471
Calculated total energy, eV: -24292.5618
Charge: +2


[3]
Formula: C4H4N2
Source: the OMol25 dataset
Level of theory: ωB97M-V with the def2-TZVPD basis set

Structure (XYZ):
```
10
Properties=species:S:1:pos:R:3:mulliken_charge:R:1
C 0.81094 0.44110 0.41250 0.483
C 0.25380 -0.85184 -0.07615 -0.207
C -1.01802 -0.51717 -0.57490 -0.509
C -0.97134 0.99821 -0.50816 -0.001
H 2.09157 -0.68626 1.17177 0.267
H 0.76320 -1.85189 -0.08551 0.277
H -1.95866 -0.97186 -0.82368 0.373
H -1.68759 1.60723 -1.03541 0.404
N 1.73216 0.38883 1.25714 -0.546
N -0.01606 1.44364 0.26240 -0.542
```

Properties
Gap between HOMO and LUMO, eV: 8.97
HOMO level, eV: -9.793
Spin multiplicity: 1
LUMO level, eV: -0.828
SMILES: [H]/N=C1\C=CC=N1
Calculated total energy, eV: -7190.1801
Energy above the lowest of the compared OMol25 structures with the same formula, charge and spin, eV: 2.508


[4]
Formula: C4H4N2
Source: the OMol25 dataset
Level of theory: ωB97M-V with the def2-TZVPD basis set

Structure (XYZ):
```
10
Properties=species:S:1:pos:R:3:mulliken_charge:R:1
C -0.87681 -0.57793 0.01296 -1.128
C 0.48410 0.09396 0.21585 0.484
C 1.66394 -0.66813 -0.20415 0.076
N 2.58745 -1.30393 -0.48614 -0.371
C 0.13826 1.46341 -0.29003 0.142
N -0.89428 1.99798 -0.12249 -0.463
H -1.53704 0.70832 0.45323 0.374
H -0.76701 -1.69948 0.03405 0.308
H -1.41268 -0.34338 -0.89066 0.351
H 0.61406 0.32916 1.27739 0.225
```

Properties
Gap between HOMO and LUMO (spin up / spin down), eV: 9.63 / 9.63
HOMO level (spin up / spin down), eV: -10.609 / -10.610
Spin multiplicity: 1
LUMO level (spin up / spin down), eV: -0.975 / -0.975
Calculated total energy, eV: -7188.0020
Energy above the lowest of the compared OMol25 structures with the same formula, charge and spin, eV: 4.687


[5]
Formula: C4H4N2
Source: the OMol25 dataset
Level of theory: ωB97M-V with the def2-TZVPD basis set

Structure (XYZ):
```
10
Properties=species:S:1:pos:R:3:mulliken_charge:R:1
C -0.55112 0.54960 -1.54841 -0.650
C -0.43614 -0.71557 -1.64118 0.453
C -0.36376 0.31733 -0.08853 0.392
C 0.71486 0.71457 0.87912 -1.113
N -0.33054 -2.01291 -1.19559 -0.203
N -0.38760 -1.76283 -0.01887 -0.266
H -1.45126 0.30695 0.19049 0.344
H 0.44497 1.58593 1.32060 0.403
H 1.69863 0.95804 0.37388 0.287
H 0.66197 0.05890 1.72849 0.352
```

Properties
Gap between HOMO and LUMO (spin up / spin down), eV: 8.75 / 8.75
HOMO level (spin up / spin down), eV: -8.605 / -8.604
Spin multiplicity: 1
LUMO level (spin up / spin down), eV: 0.143 / 0.143
Calculated total energy, eV: -7185.1545
Energy above the lowest of the compared OMol25 structures with the same formula, charge and spin, eV: 7.534


[6]
Formula: C4H4N2
Source: the OMol25 dataset
Level of theory: ωB97M-V with the def2-TZVPD basis set

Structure (XYZ):
```
10
Properties=species:S:1:pos:R:3:mulliken_charge:R:1
N -0.95176 -1.14938 -0.14708 -0.624
C -0.30448 0.05619 0.33569 0.420
C 1.15548 0.01108 0.11367 -0.711
C 2.35267 -0.07997 0.01960 0.137
C -0.93251 1.33126 -0.13594 0.078
N -1.50360 2.31163 -0.36635 -0.396
H -0.82202 -1.31181 -1.14126 0.274
H -1.94913 -1.07363 0.01101 0.247
H -0.47477 0.08193 1.41964 0.174
H 3.41710 -0.15321 -0.08885 0.400
```

Properties
Gap between HOMO and LUMO, eV: 11.25
HOMO level, eV: -10.586
Spin multiplicity: 1
LUMO level, eV: 0.669
SMILES: C#C[C@H](N)C#N
Calculated total energy, eV: -7190.3435
Energy above the lowest of the compared OMol25 structures with the same formula, charge and spin, eV: 2.345


[7]
Formula: C4H4N2
Source: the OMol25 dataset
Level of theory: ωB97M-V with the def2-TZVPD basis set

Structure (XYZ):
```
10
Properties=species:S:1:pos:R:3:mulliken_charge:R:1
C -2.22609 0.08798 -0.27879 -0.105
C -2.88995 1.02833 -0.67438 -0.183
C -1.45397 -0.97341 0.35457 -0.400
C 1.74989 0.54048 -0.03876 -0.534
N -0.27587 -0.65219 0.44747 0.433
N 0.55600 0.22614 0.66810 -0.380
H -1.65330 -2.01009 0.35618 0.324
H 1.47726 0.71350 -1.13732 0.300
H 2.33051 1.38242 0.37992 0.256
H 2.38552 -0.34316 -0.07699 0.289
```

Properties
Gap between HOMO and LUMO (spin up / spin down), eV: 6.98 / 6.99
HOMO level (spin up / spin down), eV: -8.831 / -8.833
Spin multiplicity: 1
LUMO level (spin up / spin down), eV: -1.849 / -1.845
Calculated total energy, eV: -7185.0526
Energy above the lowest of the compared OMol25 structures with the same formula, charge and spin, eV: 7.636


[8]
Formula: C4H4N2
Source: the OMol25 dataset
Level of theory: ωB97M-V with the def2-TZVPD basis set

Structure (XYZ):
```
10
Properties=species:S:1:pos:R:3:mulliken_charge:R:1
C -1.14585 -0.72157 0.05224 -1.054
C 0.93073 0.38725 0.60122 -0.385
C 1.70874 -0.30225 -0.35017 0.376
N 2.40747 -0.91382 -1.05507 -0.346
C 0.46742 1.67421 0.25578 0.390
N 0.09897 2.76283 0.07546 -0.344
H -2.02325 -0.21775 0.46100 0.351
H -1.19378 -1.80832 0.14570 0.342
H -0.95644 -0.42239 -0.97574 0.281
H -0.29400 -0.43818 0.78958 0.389
```

Properties
Gap between HOMO and LUMO, eV: 7.44
HOMO level, eV: -10.075
Spin multiplicity: 1
LUMO level, eV: -2.631
Calculated total energy, eV: -7188.1542
Energy above the lowest of the compared OMol25 structures with the same formula, charge and spin, eV: 4.534


[9]
Formula: C4H4N2
Source: the OMol25 dataset
Level of theory: ωB97M-V with the def2-TZVPD basis set

Structure (XYZ):
```
10
Properties=species:S:1:pos:R:3:mulliken_charge:R:1
C 0.73275 -1.23003 0.22612 -0.320
C 0.02562 -0.15466 0.03807 -0.108
C 1.53503 0.01756 -0.01202 -0.800
C -1.17543 0.56837 -0.00245 0.560
N -2.36472 -0.10313 -0.62950 -0.218
N -2.35723 0.10768 0.57225 -0.228
H 0.67717 -2.33928 0.04955 0.302
H 2.02672 0.61223 0.72018 0.237
H 1.77433 0.41355 -0.89246 0.305
H -0.87423 2.10769 -0.06974 0.271
```

Properties
Gap between HOMO and LUMO, eV: 9.37
HOMO level, eV: -9.207
Spin multiplicity: 1
LUMO level, eV: 0.159
Calculated total energy, eV: -7185.6107
Energy above the lowest of the compared OMol25 structures with the same formula, charge and spin, eV: 7.078


[10]
Formula: C4H4N2
Source: the OMol25 dataset
Level of theory: ωB97M-V with the def2-TZVPD basis set

Structure (XYZ):
```
10
Properties=species:S:1:pos:R:3:mulliken_charge:R:1
C 1.03871 0.37671 0.26914 -0.001
C 1.14696 1.57639 -0.34944 -0.133
C -0.86658 1.91673 -0.59751 -0.034
C -0.68010 -1.31402 0.13980 -0.726
N 0.20483 2.44718 -0.41273 -0.175
N -0.24422 0.02086 0.13867 -0.206
H 1.82697 -0.21232 0.41636 0.484
H -1.21313 -1.37121 1.12184 0.284
H -1.49679 -1.37010 -0.70178 0.250
H 0.28335 -2.07022 -0.02436 0.258
```

Properties
Gap between HOMO and LUMO (spin up / spin down), eV: 7.70 / 7.91
HOMO level (spin up / spin down), eV: -8.413 / -8.953
Spin multiplicity: 1
LUMO level (spin up / spin down), eV: -0.709 / -1.048
Calculated total energy, eV: -7185.4749
Energy above the lowest of the compared OMol25 structures with the same formula, charge and spin, eV: 7.214


Which value of calculated total energy does entry 3 give? -7190.1801 eV


Number 1 is which compound? C4H4LuO5


The lowest calculated total energy belongs to which entry? C4H4LuO5